(1)
# C29H66N3O5

3 unconnected molecules or ions with the total composition C29H66N3O5 in a non-equilibrium geometry (the ωB97M-V functional and the def2-TZVPD basis, the Open Molecules 2025 dataset).

Atoms and positions in Å:
C 0.49 -5.42 -0.13
O 0.98 -5.77 -1.40
C 1.62 -4.67 -2.05
C 2.82 -5.19 -2.84
C 3.15 -4.42 -4.14
C 2.80 -2.91 -4.13
C 3.58 -2.08 -3.07
C 2.72 -1.31 -2.06
C 1.46 -0.65 -2.63
C 0.72 0.23 -1.60
C -0.61 0.70 -2.23
C -1.80 0.83 -1.26
C -2.00 -0.36 -0.32
C -1.84 -1.74 -0.98
C -3.08 -2.24 -1.75
C -4.41 -1.49 -1.73
C -5.25 -2.31 -2.74
C -4.23 -2.99 -3.69
N -2.86 -2.57 -3.19
H 1.28 -5.01 0.51
H 0.16 -6.35 0.34
H -0.35 -4.73 -0.19
H 0.86 -4.19 -2.68
H 1.98 -4.00 -1.27
H 2.61 -6.23 -3.10
H 3.69 -5.21 -2.18
H 4.17 -4.59 -4.46
H 2.52 -4.86 -4.92
H 3.10 -2.54 -5.11
H 1.72 -2.83 -4.05
H 4.30 -1.42 -3.56
H 4.19 -2.78 -2.49
H 3.35 -0.50 -1.66
H 2.42 -1.90 -1.19
H 1.65 -0.09 -3.55
H 0.75 -1.45 -2.89
H 1.36 1.08 -1.37
H 0.57 -0.36 -0.70
H -0.87 0.03 -3.06
H -0.43 1.68 -2.67
H -1.67 1.74 -0.67
H -2.71 0.97 -1.86
H -1.24 -0.31 0.47
H -2.95 -0.30 0.20
H -0.98 -1.80 -1.64
H -1.67 -2.46 -0.18
H -3.31 -3.22 -1.32
H -4.31 -0.47 -2.12
H -4.87 -1.50 -0.75
H -5.90 -3.06 -2.29
H -5.92 -1.70 -3.35
H -4.30 -2.73 -4.74
H -4.30 -4.08 -3.66
H -2.54 -1.76 -3.72
H -2.24 -3.37 -3.33
C -4.62 4.93 5.41
O -4.06 3.64 5.23
C -4.99 2.58 5.37
C -5.23 1.90 4.03
N -5.97 2.76 3.12
C -6.04 2.27 1.75
C -4.73 2.14 0.97
O -4.10 3.37 0.67
C -3.26 3.89 1.69
H -3.79 5.65 5.43
H -5.29 5.20 4.59
H -5.16 5.00 6.35
H -5.93 2.93 5.81
H -4.54 1.85 6.05
H -5.81 0.98 4.20
H -4.25 1.61 3.63
H -5.54 3.68 3.12
H -6.68 2.96 1.20
H -6.54 1.30 1.75
H -4.98 1.70 0.00
H -4.02 1.46 1.45
H -2.79 3.10 2.27
H -3.81 4.56 2.35
H -2.48 4.48 1.20
C 6.60 2.64 4.37
O 6.14 1.44 3.78
C 4.72 1.32 3.74
C 4.21 1.40 2.32
N 4.36 2.74 1.77
C 4.11 2.84 0.34
C 5.04 2.09 -0.61
O 6.37 2.58 -0.64
C 7.23 2.08 0.36
H 7.68 2.56 4.48
H 6.39 3.51 3.75
H 6.16 2.79 5.36
H 4.24 2.07 4.38
H 4.48 0.33 4.14
H 3.15 1.12 2.30
H 4.77 0.65 1.73
H 5.30 3.07 1.96
H 4.17 3.90 0.08
H 3.08 2.53 0.14
H 4.65 2.23 -1.62
H 5.04 1.01 -0.43
H 6.98 1.05 0.64
H 7.23 2.71 1.24
H 8.25 2.08 -0.05

* energy above the lowest of the compared OMol25 structures with the same formula, charge and spin: 33.0 kJ/mol
* frontier orbital gap: 0.26160 Eh
* LUMO: -3.08 eV
* highest occupied orbital energy: -10.20 eV
* total energy: -1684.648533 hartree
* total charge: +1

Mulliken atomic charge list, values in e, 99 entries: atom 1 (C): -0.448, atom 2 (O): -0.453, atom 3 (C): 0.627, atom 4 (C): -0.829, atom 5 (C): -1.060, atom 6 (C): -0.564, atom 7 (C): -0.909, atom 8 (C): 0.030, atom 9 (C): -0.183, atom 10 (C): -0.419, atom 11 (C): -1.064, atom 12 (C): -0.676, atom 13 (C): -1.183, atom 14 (C): 1.088, atom 15 (C): -0.344, atom 16 (C): -0.574, atom 17 (C): -0.689, atom 18 (C): -0.638, atom 19 (N): 0.063, atom 20 (H): 0.336, atom 21 (H): 0.304, atom 22 (H): 0.021, atom 23 (H): -0.163, atom 24 (H): 0.050, atom 25 (H): 0.397, atom 26 (H): 0.286, atom 27 (H): 0.335, atom 28 (H): 0.391, atom 29 (H): 0.426, atom 30 (H): 0.269, atom 31 (H): 0.408, atom 32 (H): 0.422, atom 33 (H): -0.248, atom 34 (H): 0.182, atom 35 (H): 0.293, atom 36 (H): 0.013, atom 37 (H): 0.400, atom 38 (H): 0.291, atom 39 (H): 0.225, atom 40 (H): 0.648, atom 41 (H): 0.508, atom 42 (H): 0.158, atom 43 (H): 0.533, atom 44 (H): 0.465, atom 45 (H): -1.101, atom 46 (H): 0.305, atom 47 (H): 0.310, atom 48 (H): 0.148, atom 49 (H): 0.413, atom 50 (H): 0.343, atom 51 (H): 0.386, atom 52 (H): 0.416, atom 53 (H): 0.305, atom 54 (H): 0.392, atom 55 (H): 0.319, atom 56 (C): -0.722, atom 57 (O): -0.349, atom 58 (C): -0.828, atom 59 (C): -0.092, atom 60 (N): -0.287, atom 61 (C): -1.120, atom 62 (C): 0.390, atom 63 (O): -0.463, atom 64 (C): -0.651, atom 65 (H): 0.240, atom 66 (H): 0.306, atom 67 (H): 0.348, atom 68 (H): 0.411, atom 69 (H): 0.394, atom 70 (H): 0.366, atom 71 (H): 0.099, atom 72 (H): 0.094, atom 73 (H): 0.407, atom 74 (H): 0.403, atom 75 (H): 0.287, atom 76 (H): -0.032, atom 77 (H): 0.277, atom 78 (H): 0.265, atom 79 (H): 0.306, atom 80 (C): -0.712, atom 81 (O): -0.349, atom 82 (C): -0.853, atom 83 (C): -0.128, atom 84 (N): -0.334, atom 85 (C): -0.646, atom 86 (C): -0.284, atom 87 (O): -0.471, atom 88 (C): -0.567, atom 89 (H): 0.241, atom 90 (H): 0.305, atom 91 (H): 0.343, atom 92 (H): 0.416, atom 93 (H): 0.382, atom 94 (H): 0.354, atom 95 (H): 0.168, atom 96 (H): 0.120, atom 97 (H): 0.375, atom 98 (H): 0.292, atom 99 (H): 0.369

(2)
# C29H73BIN11O6P3S

4 unconnected molecules or ions with the total composition C29H73BIN11O6P3S in a non-equilibrium geometry (the ωB97M-V functional and the def2-TZVPD basis, the Open Molecules 2025 dataset).

Atoms and positions in Å:
C 4.20 3.11 1.75
C 3.06 2.30 1.12
I 3.81 1.29 -0.60
C 1.85 3.21 0.80
C 0.60 2.46 1.23
C -0.77 2.90 0.69
O -1.55 1.75 0.91
B -0.68 0.68 0.37
C -0.72 -0.80 1.06
C 0.05 -0.89 2.40
C 1.40 -1.62 2.37
C 1.40 -2.95 1.64
S 2.93 -3.92 1.84
C 4.17 -2.99 1.04
N 4.43 -2.86 -0.20
N 5.52 -2.01 -0.31
C 5.83 -1.70 0.88
O 5.05 -2.27 1.81
O 0.72 1.24 0.54
H 5.14 2.57 1.63
H 4.33 4.07 1.25
H 4.04 3.24 2.82
H 2.77 1.56 1.86
H 1.98 4.19 1.26
H 1.76 3.33 -0.28
H 0.46 2.40 2.32
H -1.23 3.80 1.13
H -0.66 3.08 -0.39
H -0.86 0.51 -0.85
H -0.41 -1.53 0.32
H -1.77 -1.03 1.28
H 0.26 0.13 2.76
H -0.59 -1.34 3.16
H 2.22 -0.99 2.00
H 1.67 -1.84 3.41
H 0.61 -3.58 2.04
H 1.21 -2.82 0.57
H 6.62 -1.03 1.16
O -0.33 -2.25 -2.56
P -0.03 -3.48 -3.35
N 1.63 -3.15 -3.67
C 2.28 -2.59 -4.82
C 2.45 -3.31 -2.48
N -1.23 -3.28 -4.58
C -0.97 -3.04 -5.98
C -2.40 -2.51 -4.11
N 0.21 -5.13 -3.68
C 1.13 -5.68 -4.64
C -0.81 -6.05 -3.19
H 3.13 -3.22 -5.13
H 2.66 -1.58 -4.62
H 1.61 -2.52 -5.68
H 2.73 -4.36 -2.32
H 1.92 -2.97 -1.59
H 3.36 -2.72 -2.54
H -0.40 -2.13 -6.17
H -1.92 -2.94 -6.51
H -0.47 -3.90 -6.46
H -2.23 -1.43 -4.15
H -2.65 -2.78 -3.08
H -3.28 -2.75 -4.72
H 1.32 -5.02 -5.49
H 0.71 -6.61 -5.04
H 2.10 -5.92 -4.19
H -1.63 -6.17 -3.92
H -1.25 -5.68 -2.26
H -0.38 -7.03 -2.98
O -0.50 -1.24 6.54
P -0.51 -0.36 7.73
N -2.04 0.40 7.66
C -2.40 1.73 7.21
C -3.17 -0.48 7.89
N 0.88 0.61 7.38
C 0.88 2.06 7.24
C 1.82 0.02 6.42
N -0.37 -0.18 9.40
C -0.94 0.89 10.19
C 0.65 -0.98 10.07
H -3.03 2.22 7.96
H -2.94 1.71 6.26
H -1.53 2.36 7.08
H -3.37 -0.61 8.97
H -3.00 -1.47 7.46
H -4.07 -0.08 7.42
H 0.23 2.41 6.43
H 1.89 2.40 7.00
H 0.62 2.56 8.17
H 1.52 0.19 5.38
H 1.92 -1.05 6.57
H 2.81 0.46 6.57
H -1.03 1.83 9.64
H -0.28 1.09 11.04
H -1.93 0.64 10.58
H 1.62 -0.47 10.08
H 0.78 -1.94 9.56
H 0.36 -1.21 11.10
O -2.63 0.76 -5.19
P -2.47 2.24 -5.19
N -3.15 2.63 -6.73
C -2.50 2.88 -7.99
C -4.59 2.48 -6.82
N -0.75 2.24 -5.01
C 0.17 2.71 -6.02
C -0.26 1.09 -4.24
N -2.70 3.80 -4.61
C -2.68 5.02 -5.39
C -2.61 3.98 -3.16
H -2.88 3.81 -8.44
H -2.66 2.07 -8.71
H -1.43 3.01 -7.88
H -5.12 3.37 -6.44
H -4.94 1.62 -6.23
H -4.90 2.31 -7.85
H 0.10 2.15 -6.96
H 1.19 2.60 -5.65
H 0.05 3.78 -6.22
H -0.18 0.19 -4.86
H -0.92 0.86 -3.40
H 0.72 1.31 -3.81
H -2.03 4.96 -6.26
H -2.31 5.83 -4.76
H -3.68 5.30 -5.75
H -1.58 4.17 -2.84
H -2.96 3.08 -2.64
H -3.25 4.80 -2.83

* energy above the lowest of the compared OMol25 structures with the same formula, charge and spin: 0.0 kJ/mol
* frontier orbital gap: 0.22309 Eh
* LUMO: 2.18 eV
* highest occupied orbital energy: -3.89 eV
* total energy: -3947.241521 hartree
* total charge: -1

Mulliken atomic charge list, values in e, 99 entries: atom 1 (C): -1.416, atom 2 (C): 0.494, atom 3 (I): 0.023, atom 4 (C): -1.029, atom 5 (C): 0.169, atom 6 (C): -0.187, atom 7 (O): -0.697, atom 8 (B): 0.809, atom 9 (C): -0.460, atom 10 (C): 0.394, atom 11 (C): -0.077, atom 12 (C): 0.379, atom 13 (S): -0.299, atom 14 (C): 0.351, atom 15 (N): 0.102, atom 16 (N): -0.563, atom 17 (C): 0.020, atom 18 (O): -0.248, atom 19 (O): 0.128, atom 20 (H): 0.408, atom 21 (H): 0.378, atom 22 (H): 0.344, atom 23 (H): -0.103, atom 24 (H): 0.391, atom 25 (H): 0.307, atom 26 (H): -0.155, atom 27 (H): 0.320, atom 28 (H): -0.165, atom 29 (H): -0.560, atom 30 (H): -0.251, atom 31 (H): 0.060, atom 32 (H): -0.435, atom 33 (H): 0.361, atom 34 (H): -0.113, atom 35 (H): 0.278, atom 36 (H): 0.439, atom 37 (H): -0.645, atom 38 (H): 0.419, atom 39 (O): -0.695, atom 40 (P): 0.618, atom 41 (N): 0.428, atom 42 (C): -1.039, atom 43 (C): -0.993, atom 44 (N): 0.165, atom 45 (C): -0.971, atom 46 (C): -1.113, atom 47 (N): 0.181, atom 48 (C): -1.015, atom 49 (C): -1.215, atom 50 (H): 0.344, atom 51 (H): 0.280, atom 52 (H): 0.333, atom 53 (H): 0.152, atom 54 (H): -0.056, atom 55 (H): 0.522, atom 56 (H): 0.181, atom 57 (H): 0.387, atom 58 (H): 0.285, atom 59 (H): 0.343, atom 60 (H): 0.303, atom 61 (H): 0.404, atom 62 (H): 0.317, atom 63 (H): 0.447, atom 64 (H): 0.194, atom 65 (H): 0.338, atom 66 (H): 0.314, atom 67 (H): 0.457, atom 68 (O): -0.814, atom 69 (P): 0.601, atom 70 (N): 0.280, atom 71 (C): -0.939, atom 72 (C): -1.124, atom 73 (N): 0.204, atom 74 (C): -1.057, atom 75 (C): -1.134, atom 76 (N): 0.186, atom 77 (C): -0.984, atom 78 (C): -1.182, atom 79 (H): 0.360, atom 80 (H): 0.328, atom 81 (H): 0.233, atom 82 (H): 0.237, atom 83 (H): 0.302, atom 84 (H): 0.416, atom 85 (H): 0.327, atom 86 (H): 0.369, atom 87 (H): 0.269, atom 88 (H): 0.290, atom 89 (H): 0.302, atom 90 (H): 0.482, atom 91 (H): 0.303, atom 92 (H): 0.443, atom 93 (H): 0.202, atom 94 (H): 0.331, atom 95 (H): 0.343, atom 96 (H): 0.447, atom 97 (O): -0.870, atom 98 (P): 0.739, atom 99 (N): 0.312